The following is a quantum chemistry calculation of a molecular structure, C6H23CoNO6 at a distorted geometry, from the OMol25 dataset.

```
! wB97M-V def2-TZVPD RIJCOSX def2/J DEFGRID3
* xyz 2 4
Co -0.999 -0.555 -0.396
C -0.046 -3.163 -1.972
O 0.146 -2.148 -0.971
C 1.358 -2.366 -0.233
C 1.463 -1.367 0.919
N 0.999 -0.021 0.528
C 1.046 0.875 1.729
C 1.267 2.361 1.446
O 0.377 2.847 0.455
C 0.280 4.286 0.403
H 0.160 -4.155 -1.567
H 0.689 -2.978 -2.761
H -1.039 -3.197 -2.405
H 2.212 -2.317 -0.923
H 1.397 -3.383 0.167
H 2.504 -1.429 1.252
H 0.817 -1.745 1.712
H 1.697 0.339 -0.126
H 1.827 0.515 2.403
H 0.100 0.784 2.269
H 2.311 2.518 1.156
H 1.032 2.908 2.362
H 0.683 4.726 1.319
H -0.736 4.637 0.255
H 0.954 4.619 -0.391
O -1.875 1.252 -0.269
H -1.269 1.989 0.005
H -2.763 1.623 -0.377
O -2.668 -1.564 -1.256
H -3.166 -1.101 -1.948
H -3.261 -2.264 -0.945
O -0.172 0.269 -2.172
H 0.566 -0.102 -2.676
H -0.534 0.980 -2.724
O -1.677 -1.155 1.541
H -1.595 -0.557 2.299
H -2.087 -1.961 1.892
*
```

Results
- LUMO energy (alpha / beta): -6.09 / -6.60 eV
- HOMO energy (alpha / beta): -16.3 / -16.3 eV

---

The following is a quantum chemistry calculation of 6 unconnected molecules or ions with the total composition C6H23N2O5 at a distorted geometry, from the OMol25 dataset.

```
! wB97M-V def2-TZVPD RIJCOSX def2/J DEFGRID3
* xyz 1 1
C -1.775 1.039 0.348
C -0.756 0.319 -0.486
C -0.110 -0.787 0.276
C -0.844 -2.101 0.400
C -0.743 -3.028 -0.490
C -2.481 -2.957 1.939
N -1.530 -2.143 1.657
N 0.294 1.272 -0.940
H -2.665 1.254 -0.205
H -1.808 0.583 1.260
H -1.549 2.059 0.677
H -1.065 -0.228 -1.501
H 0.905 -1.088 -0.334
H 0.208 -0.557 1.257
H -1.121 -4.048 -0.193
H -0.173 -3.031 -1.453
H -2.851 -2.809 2.927
H -2.897 -3.732 1.160
H 0.769 1.680 -0.092
H 1.189 0.747 -1.320
H 0.012 1.851 -1.706
H 3.853 0.093 -3.376
H 3.446 1.434 -3.202
O 3.058 0.475 -3.079
H -1.614 0.683 3.715
H -1.006 -0.431 2.441
O -1.009 0.510 2.963
H -0.253 0.186 -3.770
H 1.098 -0.322 -3.648
O 0.464 0.046 -3.255
H 3.710 2.457 0.403
H 2.470 1.986 0.988
O 3.116 1.787 0.285
H 0.501 1.477 2.305
H 0.387 3.108 2.258
O 0.770 2.217 1.790
*
```

Results
- LUMO energy: -2.64 eV
- HOMO energy: -12.7 eV
- Energy relative to the best compared isomer or geometry (same formula, charge and spin): 2.354 eV

---

The following is a quantum chemistry calculation of 6 unconnected molecules or ions with the total composition C6H23NO6 at a distorted geometry, from the OMol25 dataset.

```
! wB97M-V def2-TZVPD RIJCOSX def2/J DEFGRID3
* xyz 0 1
C -0.444 0.093 2.477
C -1.992 0.186 2.270
C 0.398 0.856 1.482
N 0.897 0.236 0.240
C 2.486 0.744 -1.604
C 2.361 0.345 -0.092
C 2.879 -1.112 -0.026
O 2.063 -1.940 -0.370
H -0.044 0.244 3.488
H -0.235 -0.991 2.445
H -2.019 0.002 1.157
H -2.482 1.089 2.505
H -2.475 -0.595 2.825
H -0.306 1.550 0.968
H 1.148 1.496 2.007
H 0.417 -0.584 -0.095
H 2.455 -0.169 -2.168
H 3.454 1.249 -1.689
H 1.664 1.459 -1.876
H 2.776 1.103 0.607
H 3.868 -1.317 0.333
H -0.758 -2.861 1.151
H -2.284 -2.629 0.926
O -1.631 -2.960 1.568
H -2.569 2.506 -2.217
H -1.243 2.116 -2.216
O -2.042 1.780 -2.652
H -0.071 2.872 -0.169
H 1.348 2.644 -0.489
O 0.607 3.196 -0.781
H -2.226 -2.791 -1.182
H -2.823 -1.525 -1.546
O -3.065 -2.310 -1.053
H -0.724 -0.874 -2.019
H 0.725 -1.515 -2.318
O -0.116 -1.596 -1.885
*
```

Results
- LUMO energy: 0.34 eV
- Structure (SMILES): CCCN[C@H](C)C=O.O.O.O.O.O
- HOMO energy: -8.6 eV
- Energy relative to the best compared isomer or geometry (same formula, charge and spin): 3.416 eV

---

The following is a quantum chemistry calculation of a molecular structure, C6H24FHfN12O6 at a distorted geometry, from the OMol25 dataset.

```
! wB97M-V def2-TZVPD RIJCOSX def2/J DEFGRID3
* xyz 3 1
Hf 17.592 -19.974 -11.244
F 19.399 -20.418 -12.481
C 17.604 -23.425 -10.774
O 17.662 -22.350 -11.472
N 18.631 -23.918 -10.059
N 16.453 -24.127 -10.651
H 19.494 -23.403 -10.098
H 18.374 -24.621 -9.386
H 15.791 -23.862 -11.363
H 16.448 -25.032 -10.208
C 21.040 -23.165 -15.078
O 20.591 -24.209 -15.546
N 21.650 -22.266 -15.895
N 20.981 -22.827 -13.746
H 21.679 -22.473 -16.879
H 22.129 -21.492 -15.466
H 20.787 -21.913 -13.387
H 20.630 -23.688 -13.345
C 20.385 -18.847 -16.033
O 19.380 -19.465 -16.408
N 20.873 -17.805 -16.736
N 20.984 -19.088 -14.829
H 21.770 -17.419 -16.503
H 20.402 -17.694 -17.620
H 20.465 -19.772 -14.305
H 21.673 -18.542 -14.339
C 16.653 -21.241 -14.510
O 17.028 -20.631 -13.454
N 15.715 -22.209 -14.470
N 17.191 -20.989 -15.694
H 15.336 -22.660 -15.285
H 15.482 -22.585 -13.571
H 16.879 -21.339 -16.583
H 17.886 -20.232 -15.618
C 19.795 -17.491 -10.256
O 19.205 -18.314 -11.060
N 19.234 -16.399 -9.707
N 21.069 -17.725 -9.919
H 19.712 -15.979 -8.927
H 18.249 -16.373 -9.920
H 21.466 -17.203 -9.157
H 21.551 -18.463 -10.420
C 23.243 -19.838 -11.538
O 23.232 -19.197 -12.583
N 22.111 -20.556 -11.166
N 24.301 -19.962 -10.693
H 22.037 -20.962 -10.251
H 21.382 -20.651 -11.849
H 25.006 -19.247 -10.798
H 24.132 -20.380 -9.795
*
```

Results
- LUMO energy: -13.80 eV
- HOMO energy: -15.9 eV
- Energy relative to the best compared isomer or geometry (same formula, charge and spin): 0.000 eV

---

The following is a quantum chemistry calculation of 6 unconnected molecules or ions with the total composition C6H24N12O6 at a distorted geometry, from the OMol25 dataset.

```
! wB97M-V def2-TZVPD RIJCOSX def2/J DEFGRID3
* xyz -1 2
C -3.772 -0.411 2.335
O -2.843 -0.104 2.985
N -5.007 -0.352 2.715
N -3.578 -0.686 1.082
H -5.332 -0.125 3.644
H -5.799 -0.599 2.138
H -2.591 -0.796 0.896
H -4.249 -1.010 0.401
C 0.310 -0.163 0.672
O 0.676 -0.635 1.745
N -0.864 0.355 0.416
N 1.124 -0.076 -0.327
H -1.117 0.627 -0.524
H -1.388 0.552 1.257
H 1.000 0.448 -1.181
H 2.025 -0.529 -0.274
C 4.346 -1.061 -0.429
O 4.100 -0.559 0.656
N 4.296 -0.475 -1.611
N 4.621 -2.316 -0.513
H 4.734 -1.042 -2.323
H 4.231 0.533 -1.603
H 4.708 -2.884 0.318
H 4.767 -2.788 -1.394
C 0.727 2.918 -2.610
O -0.383 3.414 -2.544
N 1.622 3.012 -1.629
N 1.135 2.252 -3.688
H 1.562 3.790 -0.988
H 2.520 2.643 -1.908
H 0.464 2.179 -4.440
H 2.101 1.965 -3.759
C 2.817 0.197 4.083
O 3.587 0.713 4.872
N 1.537 0.477 4.093
N 3.038 -0.749 3.293
H 1.211 1.354 4.472
H 0.959 0.179 3.320
H 2.374 -1.099 2.617
H 3.973 -1.057 3.070
C -4.677 -0.983 -2.604
O -5.900 -0.781 -2.736
N -4.117 -2.124 -2.185
N -3.857 0.002 -2.571
H -4.704 -2.946 -2.162
H -3.114 -2.186 -2.079
H -4.379 0.851 -2.729
H -2.895 0.074 -2.271
*
```

Results
- LUMO energy (alpha / beta): 2.21 / 2.14 eV
- HOMO energy (alpha / beta): -0.3 / -6.1 eV
- Energy relative to the best compared isomer or geometry (same formula, charge and spin): 0.726 eV

---

The following is a quantum chemistry calculation of 6 unconnected molecules or ions with the total composition C6H24N4O6 at a distorted geometry, from the OMol25 dataset.

```
! wB97M-V def2-TZVPD RIJCOSX def2/J DEFGRID3
* xyz 0 1
C -4.158 1.916 -5.475
O -3.828 2.784 -6.540
H -4.356 2.535 -4.600
H -5.099 1.413 -5.699
H -3.448 1.137 -5.196
H -2.950 3.160 -6.447
C 1.080 4.895 4.046
O 0.339 3.873 4.703
H 1.877 4.541 3.392
H 0.386 5.594 3.579
H 1.414 5.551 4.850
H 0.788 3.644 5.520
C 2.574 -3.331 0.886
O 1.226 -3.346 1.022
H 2.967 -4.230 0.411
H 3.003 -2.445 0.419
H 3.075 -3.368 1.853
H 0.935 -2.462 1.259
C -0.800 1.895 -0.177
O -0.887 0.994 0.963
H -0.264 1.285 -0.904
H -1.824 2.055 -0.516
H -0.332 2.818 0.165
H -1.226 1.506 1.701
C -2.886 -2.596 7.247
O -3.588 -1.823 7.925
N -3.025 -3.893 7.170
N -1.993 -2.255 6.350
H -2.351 -4.449 6.664
H -3.734 -4.316 7.752
H -1.637 -1.314 6.266
H -1.608 -3.091 5.934
C 4.149 -1.208 -6.458
O 5.060 -1.522 -5.663
N 2.900 -1.249 -6.245
N 4.402 -0.893 -7.662
H 2.514 -1.490 -5.343
H 2.258 -1.017 -6.989
H 5.373 -0.786 -7.919
H 3.672 -0.509 -8.244
*
```

Results
- LUMO energy: 0.28 eV
- Structure (SMILES): NC(N)=O.NC(N)=O.CO.CO.CO.CO
- HOMO energy: -9.6 eV
- Energy relative to the best compared isomer or geometry (same formula, charge and spin): 2.713 eV

---

For each record above, in turn, the calculated calculated total energy values are -2130.8358 -727.7493 -748.5066 -1498.5790 -1351.6805 -913.3847 a.u..